Entry from the Open Molecules 2025 dataset: a cluster of 15 separate species, C5H37NO14 in total in a non-equilibrium geometry (ωB97M-V/def2-TZVPD).

Last column: Löwdin charge in e.
Element x y z (Å)
1 C 2.067 -0.163 -2.739  -0.071
2 C 1.186 -1.257 -2.030  -0.197
3 C 0.252 -0.633 -0.980  -0.302
4 C 0.737 0.232 0.003  0.094
5 C -2.080 -1.107 -0.627  -0.002
6 N -1.063 -0.877 -1.405  -0.001
7 H 1.281 0.443 -3.156  0.061
8 H 2.686 0.426 -2.108  0.047
9 H 2.668 -0.636 -3.511  0.075
10 H 1.872 -1.931 -1.483  0.105
11 H 0.717 -1.902 -2.818  0.098
12 H 1.665 0.300 0.229  -0.018
13 H 0.018 0.704 0.607  0.053
14 H -3.032 -1.293 -1.105  0.085
15 H -2.174 -0.913 0.394  0.068
16 H -0.904 -3.354 -1.713  0.041
17 H -2.159 -2.790 -2.531  0.092
18 O -1.848 -3.482 -1.864  -0.082
19 H 2.695 -0.942 2.780  -0.119
20 H 1.211 -0.765 2.369  0.109
21 O 2.136 -0.303 2.695  -0.057
22 H 3.847 2.473 0.102  0.040
23 H 3.231 1.306 1.064  0.030
24 O 3.905 1.528 0.359  -0.100
25 H -1.052 -0.762 -3.511  -0.049
26 H -0.447 -0.574 -5.066  0.085
27 O -1.071 -1.024 -4.415  -0.087
28 H -4.115 1.752 2.234  0.048
29 H -3.921 1.052 0.863  -0.033
30 O -4.090 0.928 1.782  -0.022
31 H -2.484 0.565 2.607  -0.026
32 H -1.762 -0.627 3.081  0.035
33 O -1.833 0.321 3.274  -0.058
34 H 1.372 1.518 3.013  0.030
35 H -0.030 2.090 3.003  0.060
36 O 0.916 2.394 2.929  -0.094
37 H -1.497 3.065 -1.153  0.053
38 H -1.655 1.521 -1.238  0.019
39 O -1.185 2.240 -0.760  -0.057
40 H -1.352 -4.698 0.891  0.079
41 H -1.687 -3.482 -0.127  0.037
42 O -1.429 -3.726 0.836  -0.091
43 H -0.518 -2.677 1.855  -0.001
44 H 0.799 -3.126 1.735  -0.015
45 O 0.384 -2.386 2.000  -0.015
46 H 1.464 2.085 -1.476  0.074
47 H 1.669 3.396 -0.713  -0.071
48 O 2.057 2.962 -1.396  -0.066
49 H -4.787 2.032 -0.753  0.158
50 H -3.847 1.440 -1.648  -0.060
51 O -4.070 1.284 -0.844  -0.007
52 H 4.185 -1.814 1.037  0.024
53 H 4.496 -1.648 2.506  0.084
54 O 3.925 -2.149 1.870  -0.039
55 H 1.359 3.947 2.173  -0.055
56 H 0.240 4.770 1.492  0.044
57 O 1.051 4.268 1.389  -0.031

Relative energy (zero: lowest compared OMol25 entry of this formula, charge and spin) (kcal/mol): 178.1
2S+1: 1
Lowest unoccupied orbital energy (Eh): -0.0155
Calculated total energy (eV): -35936.191
Charge: 0